Entry 1:
Below is a single C6H10 molecule, with properties calculated with ωB97M-V/def2-TZVPD.

Results
- calculated total energy (eV) = -6380.92981
- LUMO (eV) = 1.172
- SMILES = C/C=C1/C[C@H]1C
- multiplicity = 1

Cartesian coordinates (Å):
C 0.19 0.75 0.05
C 1.48 0.64 -0.26
C -1.13 1.41 -0.11
C -1.16 0.03 0.57
C 2.32 -0.58 0.20
C -1.76 -1.10 -0.30
H 1.97 1.61 -0.62
H -1.28 2.24 0.54
H -1.38 1.34 -1.25
H -1.37 -0.03 1.63
H 2.73 -0.09 1.13
H 3.01 -0.84 -0.58
H 1.77 -1.55 0.43
H -1.10 -0.97 -1.16
H -2.85 -0.82 -0.51
H -1.42 -2.04 0.22

Electronic structure analysis, Löwdin charges in units of e:
1 C -0.22
2 C -0.14
3 C -0.11
4 C -0.27
5 C -0.10
6 C -0.09
7 H 0.12
8 H 0.09
9 H 0.15
10 H 0.11
11 H 0.09
12 H 0.04
13 H 0.09
14 H 0.06
15 H 0.10
16 H 0.08

Entry 2:
Below is a single C6H10 molecule, with properties calculated with ωB97M-V/def2-TZVPD.

Results
- calculated total energy (eV) = -6382.54323
- LUMO (eV) = 1.247
- SMILES = C[C@H]1C[C@H]2C[C@H]21
- multiplicity = 1

Cartesian coordinates (Å):
C -1.17 -0.67 1.29
C -0.63 0.46 0.44
C 0.87 0.88 0.56
C 1.05 0.59 -0.93
C 0.72 -0.84 -1.22
C -0.40 0.14 -1.04
H -0.40 -1.42 1.50
H -1.56 -0.33 2.26
H -1.97 -1.18 0.74
H -1.27 1.35 0.53
H 1.01 1.94 0.82
H 1.49 0.27 1.24
H 1.60 1.21 -1.63
H 0.92 -1.61 -0.48
H 0.88 -1.15 -2.25
H -1.12 0.34 -1.82

Electronic structure analysis, Löwdin charges in units of e:
1 C -0.07
2 C -0.33
3 C -0.11
4 C -0.22
5 C -0.09
6 C -0.21
7 H 0.07
8 H 0.07
9 H 0.08
10 H 0.13
11 H 0.10
12 H 0.11
13 H 0.13
14 H 0.10
15 H 0.10
16 H 0.13

Entry 3:
Below is 2 unconnected molecules or ions with the total composition C6H10, with properties calculated with ωB97M-V/def2-TZVPD.

Results
- calculated total energy (eV) = -6381.07811
- LUMO (eV) = 1.041
- SMILES = C=C=CC.C=C
- multiplicity = 1

Cartesian coordinates (Å):
C 1.66 0.89 -0.97
C 0.68 1.09 -1.83
C -1.83 0.03 -0.94
C -1.16 -0.34 0.12
C -0.21 -0.55 0.99
C -0.12 -1.21 2.33
H 1.88 1.60 -0.17
H 2.27 -0.01 -1.00
H 0.73 -0.14 0.61
H 0.44 0.38 -2.61
H 0.06 1.99 -1.79
H -2.30 1.01 -0.99
H -1.92 -0.61 -1.81
H -1.06 -1.63 2.69
H 0.63 -2.01 2.30
H 0.24 -0.48 3.07

Electronic structure analysis, Löwdin charges in units of e:
1 C -0.12
2 C -0.10
3 C -0.04
4 C -0.12
5 C -0.17
6 C -0.10
7 H 0.06
8 H 0.06
9 H 0.06
10 H 0.06
11 H 0.06
12 H 0.06
13 H 0.06
14 H 0.07
15 H 0.07
16 H 0.07

Entry 4:
Below is a single C6H10 molecule, with properties calculated with ωB97M-V/def2-TZVPD.

Results
- calculated total energy (eV) = -6380.40153
- LUMO (eV) = 0.075
- multiplicity = 1

Cartesian coordinates (Å):
C 2.26 0.01 -0.08
C 0.88 0.31 -0.62
C 0.48 0.86 -1.73
C -0.37 -0.08 0.22
C -1.21 -1.20 -0.40
C -1.25 1.10 0.65
H 2.37 -1.07 0.10
H 3.06 0.32 -0.75
H 2.41 0.51 0.88
H 0.09 -0.48 1.13
H -1.82 -0.84 -1.24
H -1.89 -1.62 0.35
H -0.58 -2.01 -0.78
H -1.88 1.45 -0.18
H -1.90 0.80 1.47
H -0.65 1.95 0.98

Electronic structure analysis, Löwdin charges in units of e:
1 C -0.06
2 C -0.43
3 C 0.24
4 C -0.42
5 C -0.08
6 C -0.09
7 H 0.08
8 H 0.08
9 H 0.08
10 H 0.13
11 H 0.08
12 H 0.08
13 H 0.08
14 H 0.08
15 H 0.08
16 H 0.08

Entry 5:
Below is a single C6H10 molecule, with properties calculated with ωB97M-V/def2-TZVPD.

Results
- calculated total energy (eV) = -6381.38916
- LUMO (eV) = 0.633
- SMILES = C=C/C=C/CC
- multiplicity = 1

Cartesian coordinates (Å):
C -1.87 1.08 -1.08
C -1.54 0.76 0.36
C 2.92 -1.15 -0.02
C 1.62 -1.17 0.25
C 0.80 -0.08 0.65
C -0.58 -0.29 0.66
H -0.95 1.71 -1.48
H -2.04 0.19 -1.65
H -2.68 1.82 -1.22
H -1.44 1.75 0.80
H -2.43 0.27 0.72
H 3.42 -2.07 0.04
H 3.37 -0.17 0.33
H 1.21 -2.23 0.31
H 1.28 0.86 0.49
H -1.09 -1.29 0.84

Electronic structure analysis, Löwdin charges in units of e:
1 C -0.12
2 C -0.32
3 C -0.02
4 C -0.25
5 C -0.10
6 C -0.10
7 H 0.11
8 H 0.06
9 H 0.08
10 H 0.11
11 H 0.09
12 H 0.04
13 H 0.08
14 H 0.12
15 H 0.10
16 H 0.13

Entry 6:
Below is a single C6H10 molecule, with properties calculated with ωB97M-V/def2-TZVPD.

Results
- calculated total energy (eV) = -6382.25408
- LUMO (eV) = 1.183
- SMILES = C=CCCC=C
- multiplicity = 1

Cartesian coordinates (Å):
C -1.28 0.43 0.34
C -0.20 1.33 -0.30
C 1.17 0.73 -0.44
C 1.76 0.05 0.53
C -0.45 -1.90 0.00
C -1.20 -0.88 -0.40
H -1.11 0.28 1.41
H -2.28 0.88 0.25
H -0.58 1.77 -1.23
H 1.74 1.06 -1.31
H 0.15 2.18 0.32
H 1.23 -0.22 1.45
H 2.82 -0.19 0.49
H -0.01 -1.93 0.99
H -0.16 -2.71 -0.67
H -1.60 -0.87 -1.42

Electronic structure analysis, Löwdin charges in units of e:
1 C -0.20
2 C -0.21
3 C -0.20
4 C -0.02
5 C -0.02
6 C -0.21
7 H 0.11
8 H 0.11
9 H 0.11
10 H 0.10
11 H 0.12
12 H 0.06
13 H 0.05
14 H 0.05
15 H 0.06
16 H 0.10

Entry 7:
Below is a single C6H10 molecule, with properties calculated with ωB97M-V/def2-TZVPD.

Results
- calculated total energy (eV) = -6379.61078
- LUMO (eV) = -0.272
- multiplicity = 1

Cartesian coordinates (Å):
C -1.98 -0.57 -0.72
C -0.84 -0.28 0.25
C 0.59 2.00 0.76
C 1.64 1.03 0.74
C 1.67 -0.29 0.51
C 0.47 -1.00 -0.07
H -2.23 -1.64 -0.74
H -1.70 -0.28 -1.75
H -2.88 -0.02 -0.44
H -1.14 -0.50 1.29
H 0.64 2.61 -0.17
H -0.68 0.83 0.30
H 2.56 1.56 1.01
H 2.61 -0.83 0.65
H 0.58 -1.08 -1.17
H 0.41 -2.04 0.30

Electronic structure analysis, Löwdin charges in units of e:
1 C -0.10
2 C -0.26
3 C 0.12
4 C -0.27
5 C -0.14
6 C -0.21
7 H 0.08
8 H 0.08
9 H 0.07
10 H 0.13
11 H 0.03
12 H 0.05
13 H 0.12
14 H 0.09
15 H 0.12
16 H 0.12

Entry 8:
Below is a single C6H10 molecule, with properties calculated with ωB97M-V/def2-TZVPD.

Results
- calculated total energy (eV) = -6380.94280
- LUMO (eV) = 0.995
- SMILES = C/C=C\C=C\C
- multiplicity = 1

Cartesian coordinates (Å):
C 2.55 -0.77 -0.09
C 2.05 0.66 0.13
C 0.79 1.01 -0.01
C -0.39 0.10 0.09
C -1.68 0.42 -0.15
C -2.94 -0.32 0.06
H 1.69 -1.42 -0.68
H 2.79 -1.21 1.04
H 3.66 -0.79 -0.81
H 2.91 1.37 0.28
H 0.50 2.08 0.05
H -0.06 -0.98 0.27
H -2.00 1.39 -0.49
H -2.94 -1.30 -0.49
H -3.78 0.47 -0.31
H -3.15 -0.72 1.10

Electronic structure analysis, Löwdin charges in units of e:
1 C -0.17
2 C -0.24
3 C -0.16
4 C -0.12
5 C -0.21
6 C -0.14
7 H 0.10
8 H 0.11
9 H 0.14
10 H 0.10
11 H 0.11
12 H 0.11
13 H 0.09
14 H 0.08
15 H 0.12
16 H 0.08

Entry 9:
Below is 3 unconnected molecules or ions with the total composition C6H10, with properties calculated with ωB97M-V/def2-TZVPD.

Results
- calculated total energy (eV) = -6377.59455
- LUMO (alpha / beta) (eV) = 0.179 / 0.176
- multiplicity = 1

Cartesian coordinates (Å):
C -0.39 0.98 1.34
C 0.69 0.14 1.76
C -0.05 0.00 0.30
C 0.71 0.17 -0.88
C -0.15 -0.77 -1.69
C -0.94 -1.06 -0.38
H 0.13 2.21 0.18
H -1.33 0.85 1.87
H 0.59 -0.59 2.57
H 1.72 0.40 1.52
H 1.77 0.38 -1.00
H 0.43 2.11 -0.60
H 0.35 -1.64 -2.13
H -0.74 -0.27 -2.46
H -0.78 -2.07 0.00
H -2.01 -0.83 -0.39

Electronic structure analysis, Löwdin charges in units of e:
1 C -0.12
2 C -0.04
3 C -0.48
4 C -0.07
5 C -0.15
6 C -0.10
7 H 0.07
8 H 0.09
9 H 0.10
10 H 0.09
11 H 0.10
12 H 0.08
13 H 0.10
14 H 0.11
15 H 0.11
16 H 0.11

Entry 10:
Below is a single C6H10 molecule, with properties calculated with ωB97M-V/def2-TZVPD.

Results
- calculated total energy (eV) = -6381.85353
- LUMO (eV) = 1.207
- SMILES = C1C[C@@H]2C[C@@H]2C1
- multiplicity = 1

Cartesian coordinates (Å):
C -1.41 0.51 0.46
C -0.51 0.90 -0.67
C 0.95 1.05 -0.27
C 1.31 -0.28 0.50
C 0.18 -1.40 0.11
C -0.89 -0.54 -0.48
H -1.03 0.57 1.48
H -2.47 0.71 0.36
H -0.90 1.51 -1.48
H 1.56 1.20 -1.17
H 1.12 1.94 0.35
H 1.38 -0.06 1.56
H 2.33 -0.57 0.19
H -0.66 -2.21 0.57
H 0.67 -2.15 -0.51
H -1.63 -1.17 -0.98

Electronic structure analysis, Löwdin charges in units of e:
1 C -0.09
2 C -0.25
3 C -0.16
4 C -0.13
5 C -0.15
6 C -0.32
7 H 0.11
8 H 0.10
9 H 0.13
10 H 0.10
11 H 0.11
12 H 0.09
13 H 0.10
14 H 0.17
15 H 0.07
16 H 0.13

Entry 11:
Below is a single C6H10 molecule, with properties calculated with ωB97M-V/def2-TZVPD.

Results
- calculated total energy (eV) = -6382.53347
- LUMO (eV) = 1.236
- SMILES = C[C@H]1C[C@H]2C[C@H]21
- multiplicity = 1

Cartesian coordinates (Å):
C -1.04 -0.72 1.46
C -0.55 0.40 0.55
C 0.97 0.76 0.51
C 0.91 0.68 -1.02
C 0.57 -0.71 -1.46
C -0.53 0.20 -0.97
H -0.88 -0.51 2.52
H -2.11 -0.91 1.31
H -0.51 -1.66 1.23
H -1.13 1.33 0.68
H 1.21 1.75 0.90
H 1.63 0.02 0.98
H 1.36 1.40 -1.70
H 0.89 -1.57 -0.87
H 0.58 -0.88 -2.53
H -1.38 0.43 -1.60

Electronic structure analysis, Löwdin charges in units of e:
1 C -0.07
2 C -0.33
3 C -0.11
4 C -0.22
5 C -0.09
6 C -0.21
7 H 0.07
8 H 0.07
9 H 0.07
10 H 0.14
11 H 0.10
12 H 0.11
13 H 0.13
14 H 0.10
15 H 0.10
16 H 0.13

Entry 12:
Below is a single C6H10 molecule, with properties calculated with ωB97M-V/def2-TZVPD.

Results
- calculated total energy (eV) = -6378.25990
- LUMO (eV) = -1.479
- multiplicity = 1

Cartesian coordinates (Å):
C -1.86 -1.39 -0.19
C -0.91 0.41 -1.32
C -1.06 -0.11 0.11
C 0.23 0.03 0.77
C 1.51 0.25 0.23
C 2.56 0.72 0.93
H -1.86 0.58 -1.84
H -1.27 -2.28 0.05
H -2.85 -1.42 0.27
H -0.36 1.38 -1.33
H -0.33 -0.23 -1.98
H -1.62 0.51 0.83
H 0.17 -0.03 1.86
H 1.73 -0.16 -0.75
H 2.41 1.02 1.95
H 3.51 0.72 0.42

Electronic structure analysis, Löwdin charges in units of e:
1 C 0.08
2 C -0.12
3 C -0.52
4 C -0.04
5 C -0.20
6 C 0.04
7 H 0.08
8 H 0.02
9 H 0.02
10 H 0.08
11 H 0.08
12 H 0.15
13 H 0.11
14 H 0.11
15 H 0.06
16 H 0.06